Density functional theory data (wB97M-V/def2-TZVPD) for one molecule with the formula C23H33N5O.

Each line ends with the Löwdin charge.
Element x y z (Å)
C (-8.17, -1.83, -0.16)  -0.055
C (-7.54, -0.84, 0.78)  -0.362
C (-8.52, 0.08, 1.45)  -0.069
C (-6.23, -0.75, 1.00)  -0.106
C (-5.16, -1.60, 0.38)  -0.185
C (-4.81, -1.24, -1.07)  -0.161
C (-4.26, 0.17, -1.32)  -0.354
C (-5.37, 1.23, -1.34)  -0.063
C (-3.19, 0.58, -0.30)  -0.174
N (-2.18, -0.45, -0.11)  -0.174
C (-1.24, -0.59, -1.20)  -0.175
C (-0.18, 0.52, -1.25)  -0.109
C (0.56, 0.61, 0.09)  -0.270
N (1.47, 1.73, 0.08)  -0.074
N (0.96, 2.97, 0.06)  0.077
C (1.99, 3.79, 0.02)  -0.140
C (3.20, 3.09, 0.02)  -0.003
C (2.82, 1.76, 0.05)  -0.222
N (3.59, 0.60, 0.05)  0.168
C (4.95, 0.56, 0.09)  -0.422
O (5.66, 1.54, 0.14)  0.097
C (5.51, -0.83, 0.07)  -0.115
C (6.73, -1.06, 0.69)  0.002
C (7.27, -2.33, 0.67)  -0.045
C (6.55, -3.33, 0.03)  -0.141
N (5.41, -3.12, -0.59)  0.064
C (4.90, -1.90, -0.58)  -0.103
C (-0.45, 0.76, 1.22)  -0.114
C (-1.48, -0.38, 1.15)  -0.185
H (-9.08, -2.23, 0.27)  0.078
H (-8.43, -1.34, -1.10)  0.086
H (-7.50, -2.65, -0.39)  0.067
H (-8.01, 0.81, 2.08)  0.073
H (-9.21, -0.50, 2.08)  0.078
H (-9.11, 0.61, 0.71)  0.080
H (-5.89, 0.00, 1.70)  0.106
H (-5.48, -2.64, 0.39)  0.108
H (-4.25, -1.53, 0.98)  0.093
H (-5.69, -1.38, -1.70)  0.108
H (-4.05, -1.96, -1.39)  0.107
H (-3.81, 0.16, -2.31)  0.126
H (-5.87, 1.28, -0.38)  0.063
H (-4.95, 2.21, -1.57)  0.077
H (-6.11, 0.98, -2.10)  0.081
H (-2.76, 1.54, -0.62)  0.124
H (-3.67, 0.75, 0.66)  0.122
H (-0.74, -1.56, -1.07)  0.125
H (-1.79, -0.62, -2.14)  0.115
H (0.52, 0.33, -2.06)  0.120
H (-0.65, 1.49, -1.44)  0.109
H (1.13, -0.31, 0.25)  0.142
H (1.84, 4.85, 0.00)  0.099
H (4.20, 3.47, -0.01)  0.090
H (3.08, -0.27, 0.06)  0.118
H (7.24, -0.23, 1.17)  0.122
H (8.21, -2.55, 1.15)  0.104
H (6.92, -4.35, 0.00)  0.106
H (3.98, -1.79, -1.14)  0.114
H (-0.95, 1.73, 1.12)  0.108
H (0.06, 0.75, 2.19)  0.122
H (-0.97, -1.33, 1.30)  0.123
H (-2.21, -0.26, 1.96)  0.118

Values from the calculation:
Maximum force (eV Å⁻¹): 0.8
Net charge: 0
SMILES: CC(C)=CCC[C@@H](C)CN1CCC(n2nccc2NC(=O)c2cccnc2)CC1
HOMO (hartree): -0.311
Gap between HOMO and LUMO (eV): 8.742
Energy above the lowest of the compared OMol25 structures with the same formula, charge and spin (kJ/mol): 249.5

***

Density functional theory data (wB97M-V/def2-TZVPD) for an isolated ion of composition C23H34ClN2O2 and charge +1.

Each line ends with the Löwdin charge.
Element x y z (Å)
O (1.62, -0.68, -2.40)  0.074
C (2.56, -1.38, -2.59)  -0.743
Cl (3.79, -0.87, -3.83)  0.665
C (2.84, -2.75, -1.89)  -0.069
C (2.41, -2.81, -0.40)  -0.049
C (1.08, -3.41, -0.12)  -0.173
O (0.26, -3.86, -1.16)  0.037
C (0.58, -3.51, 1.25)  0.086
C (1.44, -3.05, 2.33)  0.026
C (2.73, -2.47, 1.98)  0.007
N (3.16, -2.35, 0.66)  -0.018
C (4.49, -1.69, 0.46)  -0.082
C (4.33, -0.11, 0.73)  -0.147
C (4.61, 0.77, -0.54)  -0.194
C (3.99, 2.23, -0.49)  -0.189
C (2.54, 2.30, 0.10)  -0.231
C (1.74, 3.62, -0.25)  -0.188
C (0.20, 3.20, -0.32)  -0.208
C (-0.36, 2.67, 1.06)  -0.200
C (-1.26, 1.35, 0.91)  -0.207
C (-2.76, 1.60, 1.40)  -0.205
C (-3.74, 0.42, 0.98)  -0.174
C (-5.03, 1.10, 0.34)  -0.154
N (-5.87, 0.08, -0.30)  -0.160
C (-6.44, -1.10, 0.23)  -0.097
C (-7.19, -1.73, -0.84)  -0.098
C (-7.05, -0.92, -2.10)  -0.067
C (-6.21, 0.17, -1.64)  -0.128
H (2.27, -3.53, -2.48)  0.151
H (3.92, -3.05, -1.96)  0.122
H (-0.29, -3.07, -1.37)  0.144
H (-0.42, -3.94, 1.47)  0.140
H (1.18, -3.07, 3.42)  0.130
H (3.41, -2.08, 2.77)  0.155
H (4.92, -1.88, -0.55)  0.125
H (5.21, -2.09, 1.21)  0.138
H (5.07, 0.14, 1.55)  0.127
H (3.31, 0.02, 1.18)  0.098
H (5.73, 0.90, -0.60)  0.126
H (4.29, 0.27, -1.49)  0.048
H (4.67, 2.95, 0.03)  0.120
H (3.92, 2.58, -1.56)  0.118
H (1.90, 1.41, -0.15)  0.104
H (2.65, 2.28, 1.23)  0.109
H (2.08, 4.08, -1.21)  0.110
H (1.80, 4.38, 0.57)  0.118
H (0.13, 2.37, -1.07)  0.097
H (-0.44, 4.04, -0.69)  0.111
H (-1.05, 3.44, 1.51)  0.107
H (0.44, 2.50, 1.84)  0.101
H (-1.21, 0.90, -0.11)  0.097
H (-0.83, 0.58, 1.63)  0.099
H (-3.10, 2.55, 0.92)  0.107
H (-2.76, 1.65, 2.52)  0.116
H (-3.32, -0.25, 0.18)  0.111
H (-4.07, -0.18, 1.87)  0.105
H (-5.60, 1.65, 1.14)  0.136
H (-4.73, 1.83, -0.45)  0.123
H (-6.34, -1.44, 1.28)  0.107
H (-7.79, -2.67, -0.75)  0.086
H (-7.49, -1.08, -3.10)  0.085
H (-5.91, 0.98, -2.35)  0.113

Values from the calculation:
Maximum force (eV Å⁻¹): 4.8
Net charge: +1
SMILES: O=C(Cl)Cc1c(O)ccc[n+]1CCCCCCCCCCCCn1cccc1
HOMO (hartree): -0.351
Gap between HOMO and LUMO (eV): 4.947